{"formula": "C96H148N8O59P4", "method": "ωB97M-V/def2-TZVPD", "symbols": ["C", "C", "O", "C", "O", "O", "C", "H", "H", "H", "H", "H", "H", "H", "H", "C", "C", "O", "C", "O", "O", "C", "H", "H", "H", "H", "H", "H", "H", "H", "C", "C", "O", "C", "O", "O", "C", "H", "H", "H", "H", "H", "H", "H", "H", "C", "C", "O", "C", "O", "O", "C", "H", "H", "H", "H", "H", "H", "H", "H", "C", "C", "O", "C", "O", "O", "C", "H", "H", "H", "H", "H", "H", "H", "H", "C", "C", "O", "C", "O", "O", "C", "H", "H", "H", "H", "H", "H", "H", "H", "C", "C", "O", "C", "O", "O", "C", "H", "H", "H", "H", "H", "H", "H", "H", "C", "C", "O", "C", "O", "O", "C", "H", "H", "H", "H", "H", "H", "H", "H", "C", "C", "O", "C", "O", "O", "C", "H", "H", "H", "H", "H", "H", "H", "H", "C", "C", "C", "C", "C", "C", "N", "O", "O", "H", "H", "H", "H", "H", "C", "C", "C", "C", "C", "C", "N", "O", "O", "H", "H", "H", "H", "H", "C", "C", "C", "C", "C", "C", "N", "O", "O", "H", "H", "H", "H", "H", "C", "C", "C", "C", "C", "C", "N", "O", "O", "H", "H", "H", "H", "H", "C", "C", "C", "C", "C", "C", "N", "O", "O", "H", "H", "H", "H", "H", "C", "C", "C", "C", "C", "C", "N", "O", "O", "H", "H", "H", "H", "H", "C", "C", "C", "C", "C", "C", "N", "O", "O", "H", "H", "H", "H", "H", "C", "C", "C", "C", "C", "C", "N", "O", "O", "H", "H", "H", "H", "H", "C", "O", "P", "O", "O", "C", "O", "C", "H", "H", "H", "H", "H", "H", "H", "H", "H", "C", "O", "P", "O", "O", "C", "O", "C", "H", "H", "H", "H", "H", "H", "H", "H", "H", "C", "O", "P", "O", "O", "C", "O", "C", "H", "H", "H", "H", "H", "H", "H", "H", "H", "C", "O", "P", "O", "O", "C", "O", "C", "H", "H", "H", "H", "H", "H", "H", "H", "H"], "xyz": [[-9.009, -0.275, 1.356], [-8.416, 0.776, 0.421], [-6.987, 0.783, 0.577], [-6.244, 1.811, 0.345], [-6.626, 2.897, -0.071], [-4.943, 1.413, 0.379], [-3.881, 2.309, 0.192], [-10.092, -0.394, 1.327], [-8.565, -0.260, 2.352], [-8.744, -1.227, 0.895], [-8.828, 1.727, 0.756], [-8.743, 0.640, -0.610], [-2.969, 1.951, 0.670], [-4.128, 3.239, 0.704], [-3.635, 2.607, -0.827], [1.840, 1.836, 7.106], [0.636, 1.811, 6.145], [-0.234, 0.755, 6.375], [-1.346, 0.939, 7.107], [-1.576, 1.862, 7.879], [-2.142, -0.092, 6.877], [-3.317, -0.333, 7.674], [2.626, 2.572, 6.937], [2.396, 0.900, 7.161], [1.552, 1.959, 8.150], [1.011, 1.604, 5.143], [0.193, 2.803, 6.226], [-3.079, -0.081, 8.707], [-3.626, -1.377, 7.732], [-4.159, 0.311, 7.423], [-7.155, 1.960, 8.432], [-7.199, 2.788, 7.140], [-5.936, 2.697, 6.561], [-5.736, 1.799, 5.522], [-6.589, 1.091, 4.938], [-4.413, 1.771, 5.286], [-3.854, 0.938, 4.317], [-7.138, 0.878, 8.302], [-8.042, 2.202, 9.017], [-6.328, 2.345, 9.029], [-7.303, 3.858, 7.318], [-8.010, 2.521, 6.463], [-4.077, -0.072, 4.662], [-2.764, 0.905, 4.327], [-4.240, 1.017, 3.300], [-4.235, -5.883, 0.044], [-5.143, -5.883, -1.228], [-4.417, -5.679, -2.465], [-3.596, -6.604, -2.893], [-3.342, -7.674, -2.316], [-3.234, -6.207, -4.113], [-2.239, -6.937, -4.877], [-4.866, -6.025, 0.921], [-3.549, -5.042, 0.144], [-3.584, -6.756, -0.008], [-5.886, -5.092, -1.131], [-5.733, -6.785, -1.390], [-1.249, -6.759, -4.458], [-2.313, -6.550, -5.893], [-2.479, -7.999, -4.929], [3.302, 5.850, 6.963], [2.447, 6.958, 6.293], [1.020, 6.721, 6.538], [0.369, 5.770, 5.861], [0.895, 4.927, 5.168], [-0.913, 5.882, 6.080], [-1.856, 4.990, 5.567], [3.134, 5.931, 8.037], [4.361, 5.997, 6.747], [3.084, 4.832, 6.640], [2.694, 7.046, 5.235], [2.710, 7.879, 6.813], [-1.645, 4.696, 4.539], [-2.891, 5.328, 5.617], [-1.856, 4.167, 6.283], [4.532, 3.927, -2.750], [4.710, 2.511, -2.204], [5.346, 1.721, -3.225], [5.717, 0.401, -2.936], [5.506, -0.166, -1.865], [6.343, -0.028, -4.023], [6.954, -1.281, -4.055], [3.887, 3.839, -3.624], [5.379, 4.493, -3.139], [3.985, 4.506, -2.006], [3.797, 2.010, -1.880], [5.319, 2.590, -1.304], [7.938, -1.190, -3.594], [6.996, -1.573, -5.104], [6.518, -2.069, -3.441], [0.741, 6.751, 1.393], [-0.022, 5.803, 0.570], [0.433, 5.796, -0.755], [-0.069, 4.900, -1.641], [-1.000, 4.100, -1.460], [0.599, 4.947, -2.762], [1.678, 5.896, -3.044], [1.807, 6.532, 1.455], [0.369, 6.793, 2.417], [0.714, 7.815, 1.157], [-1.097, 5.950, 0.676], [0.075, 4.797, 0.980], [1.332, 6.928, -2.985], [2.138, 5.809, -4.029], [2.381, 5.641, -2.252], [0.112, 10.480, -7.203], [0.124, 9.982, -5.752], [0.488, 8.631, -5.707], [-0.444, 7.598, -6.033], [-1.555, 7.696, -6.535], [0.220, 6.431, -5.752], [-0.397, 5.186, -6.004], [-0.405, 11.438, -7.259], [-0.414, 9.821, -7.892], [1.153, 10.553, -7.521], [-0.871, 10.034, -5.309], [0.797, 10.455, -5.037], [-1.326, 5.054, -5.450], [0.232, 4.319, -5.801], [-0.669, 5.048, -7.050], [-4.145, -0.594, -1.781], [-2.880, -1.310, -1.170], [-2.777, -0.913, 0.141], [-2.092, -1.694, 1.054], [-1.610, -2.754, 0.803], [-2.028, -1.140, 2.318], [-1.381, -1.685, 3.442], [-4.315, -0.780, -2.842], [-4.112, 0.494, -1.715], [-5.003, -0.828, -1.151], [-2.001, -0.976, -1.722], [-3.074, -2.364, -1.364], [-1.339, -0.928, 4.224], [-0.356, -2.035, 3.325], [-1.867, -2.598, 3.786], [-9.071, 4.248, 4.089], [-8.727, 5.379, 4.903], [-7.402, 5.871, 4.859], [-6.457, 5.191, 4.010], [-6.871, 4.069, 3.178], [-8.168, 3.595, 3.291], [-5.034, 5.684, 3.861], [-4.805, 6.806, 4.353], [-4.191, 5.007, 3.299], [-10.076, 3.855, 4.117], [-9.412, 5.858, 5.586], [-7.257, 6.727, 5.502], [-6.209, 3.470, 2.569], [-8.488, 2.721, 2.743], [3.436, 4.722, 2.848], [4.627, 5.309, 3.307], [5.826, 4.931, 2.688], [5.746, 3.931, 1.676], [4.556, 3.343, 1.381], [3.387, 3.683, 1.942], [6.966, 3.424, 1.071], [6.891, 2.319, 0.547], [8.011, 4.074, 1.135], [2.519, 5.143, 3.233], [4.661, 6.026, 4.114], [6.703, 5.512, 2.931], [4.472, 2.491, 0.722], [2.516, 3.106, 1.669], [-4.983, -2.672, 2.487], [-5.778, -2.038, 3.393], [-5.783, -2.338, 4.756], [-4.927, -3.385, 5.223], [-4.114, -4.027, 4.258], [-4.133, -3.687, 2.932], [-4.863, -3.796, 6.644], [-3.882, -4.499, 6.980], [-5.701, -3.457, 7.495], [-5.087, -2.589, 1.415], [-6.405, -1.233, 3.039], [-6.404, -1.738, 5.405], [-3.381, -4.735, 4.616], [-3.596, -4.272, 2.200], [5.254, 1.975, -6.953], [5.415, 2.505, -8.234], [4.408, 3.141, -8.953], [3.180, 3.334, -8.315], [3.058, 2.940, -7.006], [4.034, 2.226, -6.402], [2.059, 3.944, -9.043], [2.249, 4.386, -10.167], [0.975, 3.903, -8.458], [5.996, 1.471, -6.352], [6.386, 2.285, -8.655], [4.657, 3.622, -9.887], [2.235, 3.116, -6.330], [3.765, 1.866, -5.420], [2.667, -1.053, -7.590], [2.439, -1.813, -8.685], [2.952, -3.139, -8.698], [3.615, -3.632, -7.517], [3.919, -2.761, -6.417], [3.471, -1.460, -6.512], [4.233, -4.970, -7.507], [5.177, -5.154, -6.808], [3.796, -5.920, -8.207], [2.378, -0.013, -7.567], [1.771, -1.420, -9.437], [2.785, -3.651, -9.635], [4.524, -2.980, -5.550], [3.640, -0.741, -5.725], [1.564, -4.424, -2.586], [1.782, -4.113, -3.913], [0.783, -3.595, -4.717], [-0.488, -3.498, -4.183], [-0.786, -3.906, -2.892], [0.236, -4.417, -2.095], [-1.589, -2.812, -4.980], [-1.367, -2.696, -6.169], [-2.576, -2.312, -4.406], [2.351, -4.914, -2.032], [2.712, -4.325, -4.419], [0.954, -3.328, -5.749], [-1.788, -3.822, -2.497], [-0.017, -4.722, -1.091], [6.961, -1.977, 2.221], [6.340, -1.025, 1.368], [5.112, -0.601, 1.810], [4.602, -1.013, 3.063], [5.310, -1.896, 3.859], [6.440, -2.463, 3.404], [3.260, -0.489, 3.505], [2.754, 0.545, 3.001], [2.678, -1.088, 4.470], [7.860, -2.495, 1.921], [6.767, -0.669, 0.442], [4.548, 0.130, 1.250], [4.996, -2.290, 4.814], [6.995, -3.226, 3.929], [0.261, -6.808, 1.437], [1.593, -7.162, 1.066], [1.734, -7.853, -0.129], [0.663, -8.358, -0.861], [-0.619, -8.012, -0.481], [-0.812, -7.211, 0.632], [0.853, -9.291, -1.973], [1.980, -9.707, -2.234], [-0.100, -9.551, -2.684], [0.126, -6.166, 2.295], [2.466, -6.907, 1.647], [2.729, -8.050, -0.500], [-1.473, -8.478, -0.948], [-1.824, -6.951, 0.906], [1.326, -7.227, 5.468], [0.889, -6.001, 6.018], [0.334, -4.858, 5.038], [-0.970, -5.247, 4.414], [0.434, -3.529, 5.862], [-0.518, -3.306, 6.847], [1.614, -4.668, 4.008], [2.902, -4.455, 4.536], [1.196, -7.256, 4.386], [0.767, -8.052, 5.908], [2.386, -7.409, 5.645], [0.048, -3.058, 7.745], [-1.046, -4.236, 7.061], [-1.228, -2.560, 6.491], [3.345, -5.451, 4.558], [2.985, -4.075, 5.554], [3.444, -3.840, 3.817], [1.130, -0.327, -2.772], [0.509, -0.130, -1.557], [1.303, 0.282, -0.219], [2.217, 1.515, -0.273], [0.155, 0.380, 0.939], [-0.228, 1.634, 1.611], [2.087, -1.052, 0.366], [1.359, -2.156, 0.666], [1.030, 0.632, -3.281], [0.533, -1.073, -3.296], [2.181, -0.576, -2.622], [0.298, 2.519, 1.252], [0.126, 1.557, 2.639], [-1.317, 1.640, 1.647], [0.814, -2.028, 1.601], [1.982, -3.043, 0.781], [0.650, -2.377, -0.132], [-0.906, -0.405, -8.161], [-1.313, -0.212, -6.902], [-0.844, 1.133, -6.106], [0.614, 1.256, -5.941], [-1.786, 1.056, -4.759], [-1.557, 1.920, -3.667], [-1.507, 2.206, -7.134], [-2.922, 2.166, -7.463], [-0.482, 0.488, -8.621], [-1.710, -0.774, -8.799], [-0.185, -1.219, -8.227], [-0.974, 2.810, -3.905], [-1.062, 1.474, -2.804], [-2.531, 2.258, -3.315], [-3.382, 1.881, -6.517], [-3.265, 1.527, -8.276], [-3.152, 3.214, -7.653], [5.126, -3.875, 0.263], [4.283, -4.810, -0.408], [5.041, -5.821, -1.456], [4.190, -6.883, -2.114], [6.264, -6.357, -0.541], [6.624, -7.735, -0.641], [5.726, -4.819, -2.512], [6.470, -5.312, -3.568], [5.772, -3.371, -0.456], [5.629, -4.195, 1.175], [4.472, -3.074, 0.609], [6.279, -8.143, -1.591], [6.208, -8.332, 0.171], [7.688, -7.917, -0.796], [7.548, -5.344, -3.407], [6.277, -4.719, -4.462], [6.266, -6.360, -3.786]], "atomic_forces_ev_per_a": [[0.893, -1.382, -1.271], [-1.163, 1.176, 1.238], [-0.834, -2.303, 0.819], [1.287, 2.426, -2.881], [0.428, -0.917, 1.167], [-1.091, -1.037, 0.651], [0.270, 1.971, 0.663], [-0.066, 0.935, 0.294], [-0.345, 0.263, 0.014], [0.445, -0.404, 0.315], [0.354, 0.380, -0.321], [0.507, -0.137, -0.076], [-0.413, -0.566, -0.165], [0.016, 0.216, 0.006], [-0.391, -0.500, -0.269], [0.234, -0.885, 0.919], [2.414, 1.428, 0.182], [-1.781, -1.066, 0.536], [0.049, 1.448, 1.494], [0.416, -1.208, -1.310], [-0.687, -1.339, -0.590], [0.241, 0.996, 1.487], [-0.466, 0.344, -0.565], [-0.177, -0.378, -0.543], [-0.476, 0.337, 0.003], [-0.055, 0.416, -0.102], [-0.500, -0.311, -0.346], [0.092, 0.155, 0.077], [0.463, -0.063, -0.865], [0.185, -0.039, -0.489], [-0.802, 1.128, 0.113], [-0.869, -0.273, 0.863], [1.746, -1.649, -3.098], [-1.206, -1.250, -0.447], [2.289, 2.255, 1.835], [-0.723, 1.975, 0.888], [-0.254, -2.560, -0.301], [0.271, 0.136, -0.242], [-0.208, -0.134, 0.036], [0.224, -0.416, -0.056], [-0.191, -0.053, 0.434], [0.184, -0.328, -0.132], [-0.204, -0.383, -0.404], [-0.074, 1.074, 0.173], [-0.118, 0.483, 0.097], [-0.316, -1.196, -1.078], [0.615, -0.028, 0.595], [-0.761, 1.425, 1.039], [0.200, -2.873, 0.354], [-0.130, 2.345, -1.391], [0.701, -0.203, -0.253], [-0.486, -0.094, 0.225], [0.009, 0.319, 0.058], [-0.442, 0.389, -0.177], [-0.168, -0.075, -0.052], [0.326, 0.319, -0.475], [0.312, -0.329, 0.535], [-0.052, -0.129, -0.019], [0.068, 0.218, 0.214], [0.098, 0.020, 0.364], [-0.398, 0.334, -0.179], [0.317, -1.661, 0.664], [0.433, 0.823, -0.102], [0.932, -0.596, -0.491], [0.043, 0.106, -0.208], [-0.432, 2.235, 0.808], [-0.421, -1.823, 0.136], [0.169, -0.175, 0.037], [0.051, 0.286, 0.095], [-0.345, 0.209, -0.136], [-0.481, -0.016, -0.091], [-0.546, 0.115, -0.229], [0.150, -0.131, 0.165], [0.458, 1.008, 0.019], [0.068, -0.670, -0.496], [-1.218, -0.696, -0.649], [0.732, 0.363, 0.528], [0.804, -2.068, 0.114], [-1.037, 1.911, 1.898], [0.582, 0.722, -2.354], [-0.994, 0.726, 0.070], [0.997, -1.122, 0.588], [-0.325, 0.153, -0.073], [0.490, -0.442, 0.597], [0.238, 0.032, 0.024], [-0.270, 0.352, -0.246], [0.415, -0.452, -0.135], [0.368, 0.099, -0.480], [0.174, -0.041, 0.199], [-0.855, 0.205, -0.121], [1.138, 1.519, 1.178], [-1.297, -1.289, 0.891], [-0.147, -0.177, -1.225], [-1.240, -0.901, 1.234], [2.062, 1.915, -0.028], [0.058, -0.049, -2.284], [-0.052, -0.026, 1.560], [-0.005, -0.332, -0.102], [-0.135, -0.600, 0.128], [-0.372, -0.036, -0.842], [-0.156, 0.466, -0.573], [0.369, -0.213, 0.021], [-0.157, -0.143, 0.306], [-0.607, -0.861, 0.029], [0.328, 0.748, -0.335], [0.391, 0.294, 0.693], [-1.775, -0.124, -0.503], [-0.907, -3.763, -0.235], [0.460, 0.359, -0.638], [2.382, 0.159, 1.393], [0.074, 1.608, 0.178], [-1.537, -0.822, -0.908], [0.310, 0.186, -0.027], [-0.011, -0.261, 0.378], [-0.100, 0.266, -0.282], [-0.235, 0.377, -0.078], [0.183, 0.333, -0.523], [0.041, 0.260, 0.312], [0.563, 0.620, 0.429], [0.091, 0.434, -0.123], [0.582, 0.397, 0.770], [-1.478, 0.542, -3.173], [0.770, 0.023, 4.314], [-0.024, 0.611, 0.810], [0.156, -0.841, -0.461], [-1.265, 1.506, -2.550], [0.691, -1.415, 0.472], [0.130, -0.640, 0.170], [0.540, 0.023, 0.111], [-0.181, -0.399, -0.278], [0.207, -0.284, -0.010], [0.453, -0.221, 0.614], [-0.350, 0.062, -0.179], [0.224, 0.381, -0.755], [-0.474, 0.183, 0.123], [-0.563, 1.319, 1.510], [1.423, -1.307, -1.446], [-0.391, -1.444, -0.976], [-1.122, -0.851, -1.009], [0.751, 1.246, 1.941], [0.320, 0.580, -0.061], [-0.253, 1.462, 0.929], [-0.361, -1.736, -0.697], [-0.912, 0.088, 0.225], [-0.183, 0.094, 0.162], [-0.248, -0.108, -0.186], [0.944, 0.017, -0.271], [0.491, 0.582, -0.028], [0.126, -0.005, -0.084], [-0.748, 1.003, 1.229], [0.465, -1.070, -1.367], [-0.918, -0.103, -0.659], [0.838, 1.787, 1.827], [0.681, -2.347, -1.559], [-0.680, 1.163, 0.936], [1.188, -0.339, -0.325], [0.141, 0.420, 0.039], [-1.272, -0.352, 0.094], [-0.214, -0.312, 0.365], [-0.248, 0.173, -0.139], [0.404, -0.552, -0.112], [0.545, 0.012, -0.311], [-0.236, 0.335, 0.061], [0.545, -1.813, -0.265], [-0.630, 1.002, 0.579], [0.980, -1.078, 0.564], [-0.833, 1.184, -1.734], [0.383, -0.078, 2.008], [-0.811, 0.197, -0.461], [1.085, -0.918, 2.094], [-1.425, 1.126, -1.064], [0.710, 0.113, -2.174], [-0.008, 0.715, -0.078], [-0.192, 0.092, 0.135], [-0.032, -0.192, 0.232], [-0.095, -0.343, -0.019], [0.392, 0.101, 0.228], [-0.528, 0.624, -0.726], [1.047, -0.989, 0.067], [0.298, 0.351, 0.656], [0.934, 0.205, -0.550], [-1.668, 0.377, 0.178], [0.209, -0.789, 1.838], [-0.713, -0.119, 0.299], [-0.133, -0.237, 0.847], [0.880, 0.306, -0.841], [0.287, -0.099, -0.390], [0.052, 0.486, -0.588], [-0.360, -0.335, -0.262], [-0.633, 0.173, -0.826], [0.357, -0.027, 0.288], [1.171, 1.562, 1.280], [0.103, -1.914, 0.243], [-0.022, 0.520, 1.460], [-0.037, 1.467, -1.107], [-0.370, -0.011, -1.372], [-0.939, -0.266, -0.394], [-1.529, -2.605, -2.102], [1.591, 0.619, 1.627], [-0.225, 2.559, 0.614], [-0.468, 0.082, -0.023], [0.352, -0.231, -0.471], [0.274, -0.842, 0.397], [-0.019, -0.769, -0.187], [0.190, -0.064, 0.134], [-1.205, -1.236, 0.117], [0.214, 0.179, -0.573], [-0.755, -0.090, -0.210], [-1.066, 0.737, 0.290], [0.284, -0.115, 0.184], [0.598, 0.816, -0.441], [-0.146, 0.838, 0.307], [-0.358, -0.582, 0.380], [1.740, -1.282, -0.554], [-0.009, 0.229, 0.255], [0.372, 0.124, 0.387], [0.063, 0.052, -0.029], [-0.079, -0.007, -0.143], [0.197, -0.139, 0.119], [0.718, -0.326, -1.588], [0.386, -1.367, 1.761], [-1.103, 0.973, 0.877], [-0.319, 0.642, -0.902], [-2.076, -0.377, 1.487], [1.591, 0.517, -1.376], [-2.143, 0.764, 1.946], [1.752, -2.533, 0.607], [1.884, 1.172, -2.685], [0.363, 0.363, -0.400], [-0.008, -0.085, 0.018], [-0.211, -0.058, -0.140], [-0.744, 0.566, 0.108], [-0.162, 0.051, 0.240], [1.151, -0.080, -0.672], [-2.132, 0.087, -0.701], [1.204, -0.759, -0.232], [-0.255, 0.640, 1.035], [-0.353, -0.788, 0.082], [0.574, 0.271, 0.660], [1.113, 0.003, -1.629], [-0.514, 0.395, 0.982], [-0.426, 0.111, 0.571], [-0.332, -0.108, 0.159], [-0.070, 0.247, 0.009], [0.091, -0.198, -0.055], [-0.025, 0.264, -0.382], [0.088, 0.045, 0.137], [0.003, -0.875, -0.532], [-0.044, 1.000, 0.393], [0.735, -1.248, -1.834], [1.952, 1.002, 0.542], [1.065, -0.650, -1.573], [-0.986, -0.265, 1.370], [-2.975, 0.305, 0.735], [0.981, -0.950, -0.194], [-0.193, -0.010, -0.055], [-0.082, 0.142, 0.006], [0.038, 0.324, 0.311], [-0.420, 0.521, 0.045], [-0.338, 0.080, 0.109], [0.120, 0.164, 0.415], [0.527, 0.005, 0.009], [-0.497, 0.413, -0.146], [-0.061, 0.083, 0.257], [0.483, 0.621, -1.415], [-0.580, 0.295, 4.030], [1.295, 1.589, 2.329], [-2.062, -3.100, -0.322], [0.636, 0.790, -1.464], [0.623, -1.060, 0.569], [1.105, 3.810, -1.985], [-1.781, -2.294, 0.491], [0.415, -0.166, -0.575], [0.469, -0.167, -0.126], [0.020, -0.319, -0.416], [-0.494, -0.159, -0.756], [-0.008, -0.338, 0.118], [0.278, 0.382, -0.374], [-0.077, 0.014, -0.043], [0.386, 0.138, -0.085], [-0.198, -0.162, 0.085], [1.137, -0.981, -3.237], [-0.838, 1.540, 4.580], [-1.903, -1.072, -1.131], [-0.765, 0.466, 0.268], [1.384, -0.681, -2.550], [-0.092, 1.242, 1.015], [0.997, -0.296, 0.616], [0.240, 0.796, 1.651], [0.073, 0.081, -0.131], [-0.449, 0.285, 0.097], [0.347, 0.072, 0.239], [0.006, -0.010, -0.287], [0.047, -0.549, -0.284], [-0.009, 0.015, -0.086], [-0.669, -0.095, -0.315], [0.726, -0.161, -0.015], [-0.227, -0.195, -0.236], [-0.557, 1.732, 0.162], [1.116, -1.739, -1.462], [-1.235, -0.844, -0.067], [1.551, 2.203, 1.589], [-0.420, 0.152, -0.512], [0.004, -1.019, -1.250], [-1.040, 0.415, 1.966], [1.097, -1.183, -1.653], [0.391, -0.284, 0.173], [0.170, -0.775, -0.458], [-0.274, -0.034, -0.071], [-0.719, -0.081, 0.131], [0.145, 0.243, 0.048], [0.292, 0.729, 0.891], [0.134, 0.610, 0.534], [-0.102, -0.076, 0.077], [-0.609, -0.005, -0.162]], "e_homo_ev": -9.55, "multiplicity": 1, "max_force_ha_per_bohr": 0.095, "lumo_ev": -0.91, "total_charge": 0}